1.
The following is a quantum chemistry calculation of a molecular structure, C10H38O14 at a distorted geometry, from the OMol25 dataset.

The relative energy (zero: lowest compared OMol25 entry of this formula, charge and spin) comes out at 1389.83 kJ/mol.

The geometry in ORCA input format:
```
! wB97M-V def2-TZVPD RIJCOSX def2/J DEFGRID3
* xyz 0 1
C -0.16991 -3.75960 -0.67476
C 0.90430 -4.81803 -0.65549
O 1.79796 -4.99140 0.50534
O 0.21569 -2.47181 -0.27495
H -0.85478 -3.96053 0.14905
H -0.79267 -3.72381 -1.56864
H 1.50535 -4.85112 -1.56418
H 0.46521 -5.80091 -0.82654
H 2.45595 -4.31649 0.32333
H -0.48780 -1.81925 -0.30432
C -2.71596 0.60760 -1.17137
C -3.04724 2.00875 -1.81076
O -1.85494 2.67713 -2.11215
O -1.66894 0.70965 -0.16284
H -2.24257 0.05258 -1.98128
H -3.59019 0.09441 -0.77079
H -3.56680 2.74874 -1.20203
H -3.68240 1.70639 -2.64338
H -1.40795 2.62680 -1.26406
H -2.09482 0.96766 0.65792
C 2.84738 -0.27426 0.26225
C 3.52160 0.67923 1.21176
O 4.47374 0.19338 2.08759
O 1.74668 -0.93364 0.87478
H 3.52898 -1.04699 -0.09331
H 2.56153 0.28306 -0.62983
H 2.75959 1.29726 1.68660
H 4.08262 1.34808 0.55907
H 5.16929 -0.25356 1.59968
H 1.19672 -1.23181 0.14660
C -1.57965 -0.51977 2.50467
C -1.45401 1.04394 2.49807
O -2.63532 1.75215 2.16283
O -2.43523 -0.98417 1.48001
H -1.74035 -0.76009 3.55563
H -0.60704 -0.93482 2.24037
H -0.58352 1.27969 1.88588
H -1.05543 1.27140 3.48676
H -3.30758 1.59795 2.83058
H -3.28449 -0.70041 1.82622
C 1.39456 2.22873 -0.23493
C 0.81828 2.76807 1.08063
O -0.43881 3.35326 0.78144
O 1.38416 3.18760 -1.32474
H 0.90481 1.28709 -0.48299
H 2.42284 1.88933 -0.11029
H 1.47222 3.56435 1.43614
H 0.72644 2.06704 1.91022
H -0.40188 3.80531 -0.06466
H 1.89067 3.93354 -0.99515
O 1.47272 -1.26195 -1.55968
H 0.81618 -1.91352 -1.80596
H 1.02344 -0.69290 -0.93474
O 0.12871 -0.09257 -0.40230
H -0.50301 0.61303 -0.54114
H -0.25493 -0.62440 0.29498
O -1.41049 -1.91430 -1.16269
H -2.19198 -2.16251 -0.66884
H -1.42780 -0.95732 -1.17424
O 0.14773 1.69538 -2.88532
H -0.46431 1.54656 -3.60607
H 0.11745 0.88679 -2.37395
*
```

2.
The following is a quantum chemistry calculation of a molecular structure, C34H56EuN3OP2S at a distorted geometry, from the OMol25 dataset.

The relative energy (zero: lowest compared OMol25 entry of this formula, charge and spin) comes out at 0.00 kJ/mol.

The geometry in ORCA input format:
```
! wB97M-V def2-TZVPD RIJCOSX def2/J DEFGRID3
* xyz 1 8
C 3.07338 0.16357 0.88444
C 2.04460 0.92796 -1.09625
C 4.32674 0.59688 0.45458
C 3.29979 1.40614 -1.55865
C 4.42783 1.25888 -0.77054
H 5.17774 0.45689 1.12200
H 3.32472 1.92758 -2.51983
H 5.38282 1.67869 -1.08746
N 1.96465 0.36108 0.15507
P 1.20804 -0.66173 2.85480
P -0.40287 0.53505 -2.81607
C 2.94679 -0.56890 2.22889
H 3.33815 -1.59324 2.11199
H 3.59655 -0.09072 2.97622
C -2.73291 -0.99193 -0.77991
O -3.31741 -1.82381 -1.31701
C 0.81405 1.27698 -1.81081
H 0.66370 2.37519 -1.78321
C 0.37787 0.03413 -4.51132
C -1.77182 1.90221 -2.99688
C 0.81316 -2.49552 3.30894
C 1.35354 0.50572 4.34416
C -0.31836 -1.28512 -4.89460
H -1.39327 -1.13881 -5.07807
H 0.13021 -1.68320 -5.81751
H -0.20118 -2.03025 -4.09536
C 0.21227 1.05855 -5.63826
H -0.83597 1.27375 -5.87941
H 0.74303 1.99527 -5.42098
H 0.66586 0.63683 -6.54971
C 1.87523 -0.18501 -4.28468
H 2.32030 -0.62524 -5.19219
H 2.40174 0.75282 -4.06848
H 2.04359 -0.87555 -3.44960
C -2.89510 1.32484 -3.87753
H -3.34081 0.42509 -3.43025
H -3.68561 2.08342 -3.97091
H -2.55673 1.06814 -4.89073
C -2.34317 2.20664 -1.60222
H -2.76864 1.30567 -1.12563
H -1.60926 2.67072 -0.92195
H -3.16998 2.92676 -1.71119
C -1.20404 3.18922 -3.59638
H -0.82069 3.04916 -4.61129
H -2.02127 3.92332 -3.65685
H -0.40750 3.62935 -2.98607
C -0.04797 0.67353 4.95487
H 0.04007 1.34176 5.82258
H -0.74293 1.13555 4.23919
H -0.48355 -0.27303 5.30061
C 1.82330 1.86982 3.80661
H 2.80082 1.82239 3.31270
H 1.09078 2.29646 3.10595
H 1.91391 2.55533 4.66105
C 2.35255 0.01048 5.40155
H 2.58754 0.86038 6.05787
H 1.93831 -0.77733 6.03829
H 3.29835 -0.34481 4.97648
C 1.75276 -3.46368 2.57286
H 2.76585 -3.46383 2.99829
H 1.35611 -4.48588 2.68376
H 1.82227 -3.24763 1.49927
C -0.64831 -2.73765 2.86068
H -0.77381 -2.63404 1.76802
H -0.93695 -3.76486 3.13137
H -1.34630 -2.04791 3.36218
C 0.92821 -2.77969 4.81086
H 1.96160 -2.68244 5.16923
H 0.26535 -2.14830 5.41706
H 0.62404 -3.82559 4.98043
Eu -0.53364 0.27991 0.43354
N 0.12412 -1.49819 -1.04405
C 0.78368 -2.04917 -1.85764
C 1.36603 -3.43193 -2.27944
C 2.32872 -3.33782 -3.45467
C 2.13316 -3.97085 -1.07875
C 0.19624 -4.35363 -2.63298
H 1.84173 -2.94251 -4.35602
H 3.19114 -2.71545 -3.18950
H 2.69764 -4.34346 -3.69470
H 1.45823 -4.14105 -0.23396
H 2.61162 -4.92462 -1.33355
H 2.91458 -3.25963 -0.77667
H 0.56220 -5.36776 -2.83699
H -0.51317 -4.40746 -1.79578
H -0.33714 -4.00214 -3.52312
S -0.88960 2.88305 1.61526
C -2.39523 2.61342 2.36983
N -2.78799 3.54874 3.30688
C -3.93824 3.44072 4.03588
C -4.79695 2.38681 3.78765
C -4.47202 1.44635 2.79817
C -3.27074 1.55328 2.09892
H -2.16703 4.34034 3.45592
H -4.10079 4.21875 4.77373
H -5.72001 2.30596 4.35523
H -5.16135 0.62896 2.56976
H -2.99380 0.83257 1.31286
*
```

3.
The following is a quantum chemistry calculation of a molecular structure, C7H20Cl2F5N4OTeV at a distorted geometry, from the OMol25 dataset.

The geometry in ORCA input format:
```
! wB97M-V def2-TZVPD RIJCOSX def2/J DEFGRID3
* xyz 1 4
V -0.06097 0.05406 -0.50519
N -0.58922 0.17945 3.48848
C 0.85061 0.33392 3.35101
C 1.47800 -0.65782 2.35771
N 1.61741 -0.35865 0.88248
C 2.47607 0.85010 0.78140
C 2.70728 1.24322 -0.66474
N 1.38462 1.36635 -1.29685
C 2.35055 -1.54521 0.32802
C 1.93446 -1.91756 -1.08842
N 0.47587 -1.82768 -1.16040
H -0.94889 0.88288 4.12493
H -0.79857 -0.71979 3.90848
H 1.35893 0.15053 4.30332
H 1.06088 1.36920 3.08250
H 0.92954 -1.59682 2.45221
H 2.50085 -0.82636 2.71343
H 3.43145 0.69155 1.29346
H 1.95642 1.67460 1.26971
H 3.28153 0.48180 -1.18771
H 3.28056 2.17012 -0.70388
H 1.45048 1.23235 -2.30394
H 1.02447 2.30893 -1.17117
H 2.13312 -2.39843 0.97029
H 3.42910 -1.37416 0.37035
H 2.30089 -2.92056 -1.31830
H 2.33721 -1.24586 -1.84186
H 0.04578 -2.58250 -0.63053
H 0.18875 -1.95811 -2.12443
Cl -2.08596 -0.81018 0.50168
C -2.64668 0.86126 0.37626
Cl -1.23543 1.90863 0.57738
H -3.37561 1.06613 1.15198
H -3.04536 1.00840 -0.62338
F -1.55268 -1.03906 -4.90496
Te -1.01363 0.28764 -3.70631
F -1.11263 1.61096 -2.24487
F -0.66768 1.76025 -4.80755
F -2.79437 0.84933 -3.88500
F -1.82552 -0.81274 -2.33797
O 0.64926 -0.23536 -3.50454
*
```

no.,calculated total energy (Eh)
1,-1456.569025
2,-3359.631547
3,-3204.548222